# C2H9NS2

2 unconnected molecules or ions with the total composition C2H9NS2 in a non-equilibrium geometry (ωB97M-V/def2-TZVPD, OMol25).

Values from the calculation:
* energy relative to the best compared isomer or geometry (same formula, charge and spin): 0.2844 eV
* LUMO level (spin up / spin down): 3.219 / 3.215 eV
* highest occupied orbital energy (spin up / spin down): -0.022 / -0.136 Ha
* net charge: -1
* HOMO-LUMO gap (spin up / spin down): 3.82 / 6.90 eV
* multiplicity: 2

Last column: Löwdin spin population.
Atoms and positions in Å:
S  1.03328  3.70284  -2.17797  0.47
S  -0.00762  2.26240  -3.65715  0.46
H  1.30156  2.86073  -1.18394  0.03
H  -1.33829  2.43714  -3.44044  0.04
C  0.03571  -2.19216  1.45295  0.00
C  0.10415  -0.66228  1.37077  0.00
N  -0.18114  -0.19501  -0.00100  0.00
H  0.76056  -2.59728  0.74696  0.00
H  0.07695  -2.65027  2.43551  0.00
H  -0.94991  -2.44410  1.03957  0.00
H  -0.46592  -0.25336  2.20618  0.00
H  1.11683  -0.29274  1.54428  0.00
H  -0.91794  -0.70343  -0.49262  0.00
H  -0.56821  0.72751  0.15689  0.00